1.
3 unconnected molecules or ions with the total composition C27H20N2O10, computed with ωB97M-V/def2-TZVPD.

Results
Maximum force (eV/A): 0.92
E_HOMO (eV): -9.5
HOMO-LUMO gap (eV): 7.80
Structure (SMILES): CCc1ccc2c(c1-c1cccnc1)C(=O)NC2=O.O=C1C=C(O)C(=O)C=C1O.O=C1C=C(O)C(=O)C=C1O

Geometry as ORCA input:
```
! wB97M-V def2-TZVPD RIJCOSX def2/J DEFGRID3
* xyz 0 1
C 1.776 3.021 -1.332
C 0.767 3.323 -2.449
C 1.360 3.140 -3.820
C 1.811 4.251 -4.538
C 2.396 4.134 -5.789
C 2.524 2.865 -6.309
C 2.085 1.750 -5.612
C 1.500 1.851 -4.364
C 1.048 0.646 -3.617
C -0.294 0.340 -3.456
C -0.639 -0.800 -2.746
C 0.374 -1.592 -2.225
N 1.668 -1.311 -2.364
C 1.983 -0.220 -3.051
C 2.350 0.551 -6.459
O 2.196 -0.615 -6.210
N 2.825 1.042 -7.697
C 3.085 2.426 -7.611
O 3.637 3.079 -8.455
H 1.841 1.944 -1.159
H 1.416 3.461 -0.403
H 2.769 3.403 -1.564
H 0.400 4.345 -2.341
H -0.098 2.671 -2.324
H 1.703 5.235 -4.097
H 2.735 5.001 -6.340
H -1.059 0.976 -3.887
H -1.675 -1.079 -2.603
H 0.127 -2.492 -1.672
H 3.040 -0.001 -3.164
H 3.499 0.461 -8.175
O -0.470 -1.345 3.957
C -0.422 -0.311 3.316
C 0.245 0.896 3.755
C 0.218 1.976 2.963
O 0.796 3.128 3.263
C -0.490 1.979 1.627
O -0.453 3.017 0.988
C -1.147 0.770 1.181
C -1.117 -0.312 1.971
O -1.682 -1.467 1.660
H 0.747 0.885 4.712
H 0.609 3.730 2.516
H -1.637 0.777 0.218
H -1.511 -2.066 2.413
O -4.786 -3.021 7.606
C -3.947 -3.772 7.142
C -3.794 -5.164 7.510
C -2.823 -5.883 6.930
O -2.593 -7.160 7.189
C -1.878 -5.291 5.907
O -1.028 -6.038 5.458
C -2.038 -3.903 5.531
C -3.013 -3.185 6.107
O -3.257 -1.912 5.836
H -4.472 -5.578 8.242
H -1.831 -7.415 6.632
H -1.364 -3.485 4.798
H -4.012 -1.659 6.405
*
```


2.
A molecular structure, C27H21CdN7O4S, computed with ωB97M-V/def2-TZVPD.

Results
Maximum force (eV/A): 0.83
E_HOMO (eV): -8.1
Energy relative to the best compared isomer or geometry (same formula, charge and spin) (eV): 0.629
HOMO-LUMO gap (eV): 6.74

Geometry as ORCA input:
```
! wB97M-V def2-TZVPD RIJCOSX def2/J DEFGRID3
* xyz 0 1
Cd -1.722 1.149 -0.292
C -4.805 2.315 3.208
C -4.591 1.890 1.903
N -3.678 0.980 1.615
C -2.962 0.491 2.626
C -3.193 0.908 3.926
N -4.114 1.818 4.224
C -1.923 -0.525 2.276
C -1.146 -1.195 3.208
C -0.209 -2.118 2.765
C -0.098 -2.368 1.401
C -0.900 -1.655 0.530
N -1.773 -0.756 0.974
C -0.844 -1.799 -0.960
C -0.097 -2.784 -1.589
N -0.020 -2.883 -2.912
C -0.707 -1.995 -3.619
C -1.480 -1.021 -3.003
N -1.549 -0.928 -1.684
C 0.676 -2.815 3.730
C 0.180 -3.338 4.916
C 1.055 -3.977 5.781
N 2.359 -4.112 5.544
C 2.827 -3.600 4.407
C 2.034 -2.952 3.473
H -5.544 3.074 3.434
H -5.160 2.302 1.080
H -2.625 0.512 4.759
H -1.236 -0.987 4.264
H 0.617 -3.094 1.043
H 0.456 -3.521 -1.021
H -0.636 -2.056 -4.698
H -2.044 -0.299 -3.581
H -0.874 -3.270 5.155
H 0.692 -4.401 6.710
H 3.892 -3.710 4.236
H 2.472 -2.534 2.575
C 3.983 0.731 -6.082
C 3.200 1.064 -4.839
C 1.877 1.478 -4.915
C 1.149 1.773 -3.768
C 1.755 1.648 -2.530
C 3.083 1.243 -2.430
C 3.793 0.954 -3.580
S 0.876 1.997 -1.032
O 0.663 0.668 -0.419
O 1.683 2.912 -0.268
N -0.547 2.562 -1.464
C -0.852 3.926 -0.970
C -1.495 3.984 0.437
O -1.768 5.080 0.887
O -1.704 2.849 1.033
H 3.512 1.151 -6.971
H 4.051 -0.351 -6.219
H 5.001 1.117 -6.020
H 1.409 1.589 -5.888
H 0.125 2.116 -3.821
H 3.549 1.174 -1.454
H 4.830 0.646 -3.506
H -1.544 4.396 -1.667
H 0.040 4.548 -0.918
*
```


3.
A molecular structure, C27H21Cl5MoO9P3Te in a non-equilibrium geometry, computed with ωB97M-V/def2-TZVPD.

Results
Maximum force (eV/A): 4.30
E_HOMO (alpha / beta) (eV): -10.8 / -10.8
HOMO-LUMO gap (alpha / beta) (eV): 3.92 / 3.91

Geometry as ORCA input:
```
! wB97M-V def2-TZVPD RIJCOSX def2/J DEFGRID3
* xyz 1 1
Mo -0.326 0.160 -1.153
C 6.477 0.896 -1.668
C 5.851 0.297 -0.401
O 5.452 -1.036 -0.671
P 7.104 0.228 1.006
O 7.455 1.765 1.177
O 6.416 -0.254 2.344
O 8.363 -0.470 0.773
P 4.349 1.262 0.146
O 4.935 2.825 0.325
O 3.280 1.254 -0.885
O 4.031 0.738 1.511
H 6.786 0.036 -2.282
H 7.305 1.599 -1.427
H 5.703 1.508 -2.185
H 4.626 -1.234 -0.146
H 6.664 2.337 1.084
H 5.444 -0.005 2.306
H 5.112 3.374 -0.506
O -1.428 -0.466 3.178
C -1.454 0.786 3.137
O -0.611 1.665 3.524
C -2.784 1.401 2.822
C -3.256 2.479 3.655
C -4.552 3.016 3.372
C -5.295 2.479 2.351
C -4.674 1.692 1.359
C -3.352 1.236 1.538
P -2.496 0.107 0.418
C -3.560 -1.345 0.437
C -4.230 -1.642 1.701
C -5.067 -2.717 1.809
C -5.144 -3.586 0.712
C -4.420 -3.383 -0.384
C -3.561 -2.287 -0.577
C -2.644 0.727 -1.273
C -3.268 2.025 -1.412
C -3.498 2.483 -2.695
C -2.605 2.064 -3.708
C -1.821 0.931 -3.606
C -2.013 0.134 -2.465
H -2.606 2.704 4.479
H -5.010 3.765 4.066
H -6.341 2.698 2.261
H -5.276 1.281 0.571
H -3.865 -1.145 2.571
H -5.761 -2.815 2.604
H -5.888 -4.362 0.706
H -4.552 -3.994 -1.307
H -3.020 -2.211 -1.501
H -3.553 2.668 -0.513
H -4.264 3.291 -2.829
H -2.610 2.569 -4.736
H -1.268 0.397 -4.404
H -2.110 -0.900 -2.593
Cl 0.199 -2.119 -3.636
C 0.979 -2.389 -2.144
C 0.722 -1.479 -1.154
C 1.545 -1.541 0.024
Cl 1.172 -0.209 1.136
C 2.516 -2.512 0.230
Cl 3.183 -2.852 1.792
C 2.837 -3.378 -0.817
Cl 4.391 -4.081 -0.826
C 1.920 -3.393 -1.924
Cl 2.071 -4.741 -3.042
Te 1.295 1.671 -2.253
*
```


4.
A molecular structure, C27H21Cl6CrN2O4PS2 in a non-equilibrium geometry, computed with ωB97M-V/def2-TZVPD.

Results
Maximum force (eV/A): 3.38
E_HOMO (alpha / beta) (eV): 0.1 / 0.0
Expectation value of S²: 6.0536
HOMO-LUMO gap (alpha / beta) (eV): 4.08 / 4.22

Geometry as ORCA input:
```
! wB97M-V def2-TZVPD RIJCOSX def2/J DEFGRID3
* xyz -2 5
Cr 0.341 -0.001 0.174
N -1.443 -0.859 2.349
P -1.467 -1.647 0.766
C -2.011 -3.320 1.416
C -2.908 -3.477 2.463
C -3.260 -4.734 2.921
C -2.748 -5.866 2.312
C -1.847 -5.726 1.269
C -1.471 -4.464 0.847
C -3.321 -1.079 0.563
C -3.662 0.241 0.832
C -4.978 0.659 0.762
C -5.970 -0.225 0.354
C -5.619 -1.517 -0.013
C -4.307 -1.941 0.091
C -0.469 -0.104 2.904
C -0.636 0.344 4.219
C 0.392 1.003 4.870
C 1.595 1.125 4.186
C 1.670 0.688 2.882
N 0.644 0.167 2.180
H -2.316 -0.852 2.850
H -3.358 -2.615 2.935
H -3.938 -4.828 3.762
H -3.056 -6.851 2.646
H -1.434 -6.602 0.781
H -0.750 -4.341 0.055
H -2.886 0.948 1.094
H -5.231 1.676 1.038
H -7.009 0.085 0.343
H -6.382 -2.206 -0.359
H -4.033 -2.948 -0.182
H -1.582 0.159 4.708
H 0.278 1.353 5.886
H 2.464 1.561 4.654
H 2.612 0.747 2.364
O -1.207 -1.933 -3.426
Cl -0.742 -1.832 -2.038
O -1.847 -2.454 -1.209
O -0.661 -0.406 -1.673
O 0.024 -2.025 0.595
C 1.108 4.376 -2.659
C 0.641 3.185 -1.855
S 1.347 1.684 -2.330
C -0.264 3.342 -0.858
C -0.839 4.686 -0.488
S -0.810 2.080 0.209
H 1.928 4.055 -3.295
H 1.455 5.180 -2.007
H 0.306 4.759 -3.297
H -0.856 5.375 -1.331
H -0.251 5.130 0.320
H -1.853 4.554 -0.114
Cl 2.420 2.863 0.826
C 3.219 1.447 0.254
C 2.416 0.352 -0.119
C 3.164 -0.716 -0.642
Cl 2.263 -2.070 -1.234
C 4.545 -0.747 -0.738
Cl 5.365 -2.112 -1.393
C 5.285 0.345 -0.299
Cl 7.004 0.308 -0.331
C 4.602 1.461 0.180
Cl 5.509 2.851 0.649
*
```


5.
A molecular structure, C27H21FeN6Se4Te2, computed with ωB97M-V/def2-TZVPD.

Results
Maximum force (eV/A): 0.46
E_HOMO (alpha / beta) (eV): -6.8 / -7.0
Expectation value of S²: 8.7842
Energy relative to the best compared isomer or geometry (same formula, charge and spin) (eV): 0.000
HOMO-LUMO gap (alpha / beta) (eV): 5.89 / 5.17

Geometry as ORCA input:
```
! wB97M-V def2-TZVPD RIJCOSX def2/J DEFGRID3
* xyz 0 6
Fe -0.233 -0.060 0.544
C 3.631 3.330 2.977
C 2.319 3.642 3.312
C 1.272 3.197 2.522
C 1.515 2.443 1.371
C 2.832 2.142 1.036
C 3.880 2.578 1.838
N 0.428 1.968 0.598
C -0.386 2.882 0.056
C -0.057 4.257 -0.151
C -0.926 5.091 -0.795
C -2.191 4.656 -1.264
C -2.562 3.361 -1.055
C -1.680 2.477 -0.399
N -1.974 1.187 -0.077
N -3.127 0.708 -0.260
C -3.187 -0.634 0.165
C -4.419 -1.279 0.116
C -4.503 -2.581 0.565
C -3.361 -3.206 1.053
C -2.175 -2.500 1.052
N -2.083 -1.245 0.607
H 4.450 3.667 3.599
H 2.109 4.224 4.201
H 0.246 3.414 2.794
H 3.031 1.550 0.154
H 4.897 2.327 1.566
H 0.904 4.623 0.184
H -0.634 6.121 -0.960
H -2.844 5.349 -1.776
H -3.520 2.978 -1.379
H -5.274 -0.736 -0.261
H -5.449 -3.107 0.542
H -3.383 -4.224 1.415
H -1.248 -2.947 1.382
Se -0.618 -0.033 3.199
Te 1.541 -0.101 4.269
Te 3.112 -1.482 2.593
Se 2.011 -1.228 0.407
Se 0.597 -3.884 -2.721
Se -1.365 -2.765 -2.229
C -0.736 -1.006 -2.738
C -0.975 -0.606 -4.045
C -0.434 0.590 -4.491
C 0.355 1.321 -3.624
C 0.520 0.858 -2.329
N -0.045 -0.263 -1.869
C 1.194 -4.475 -0.986
C 2.470 -5.032 -0.952
C 2.969 -5.427 0.274
C 2.180 -5.265 1.406
C 0.916 -4.730 1.246
N 0.421 -4.344 0.070
H -1.557 -1.240 -4.698
H -0.609 0.926 -5.505
H 0.827 2.245 -3.927
H 1.107 1.412 -1.610
H 3.055 -5.135 -1.857
H 3.963 -5.850 0.347
H 2.534 -5.546 2.387
H 0.268 -4.595 2.107
*
```


6.
A molecular structure, C27H21MoO4 in a non-equilibrium geometry, computed with ωB97M-V/def2-TZVPD.

Results
Maximum force (eV/A): 7.02
E_HOMO (eV): -15.7
Energy relative to the best compared isomer or geometry (same formula, charge and spin) (eV): 0.000
HOMO-LUMO gap (eV): 1.84

Geometry as ORCA input:
```
! wB97M-V def2-TZVPD RIJCOSX def2/J DEFGRID3
* xyz 3 1
O -3.853 1.524 -4.223
C -2.754 1.275 -3.927
Mo -0.799 0.796 -3.631
C -1.266 0.859 -1.585
O -1.945 1.220 -0.668
C -1.452 -1.235 -3.880
O -1.866 -2.320 -3.875
H -0.216 0.070 -1.561
C 1.199 0.825 -4.642
C 0.130 1.051 -5.586
C -0.568 2.264 -5.175
C 0.103 2.782 -3.991
C 1.183 1.887 -3.670
H 1.945 0.021 -4.689
H -0.084 0.441 -6.468
H -1.401 2.738 -5.700
H -0.118 3.724 -3.476
H 1.917 2.016 -2.859
C -2.573 1.472 6.455
C -1.950 2.181 5.416
C -2.224 1.843 4.081
C -3.024 0.731 3.811
O -3.030 0.092 2.557
C -1.859 -0.391 1.976
C -1.799 -1.772 1.714
C -0.678 -2.291 1.091
C 0.359 -1.443 0.556
C 1.365 -2.032 -0.275
C 2.787 -1.877 -0.227
C 3.660 -3.029 -0.327
C 5.039 -2.904 -0.506
C 5.609 -1.636 -0.565
C 4.810 -0.539 -0.229
C 3.444 -0.631 0.002
C 0.308 -0.074 0.910
C -0.782 0.423 1.620
C -3.750 0.113 4.836
C -3.507 0.463 6.170
H -2.341 1.709 7.491
H -1.256 3.001 5.632
H -1.822 2.433 3.260
H -2.668 -2.371 2.006
H -0.622 -3.372 0.925
H 1.019 -2.822 -0.920
H 3.205 -4.024 -0.311
H 5.666 -3.784 -0.657
H 6.657 -1.506 -0.798
H 5.253 0.443 -0.179
H 2.844 0.256 0.254
H 1.071 0.613 0.522
H -0.849 1.497 1.773
H -4.463 -0.665 4.568
H -4.054 -0.046 6.973
*
```